a | Here is a cluster of 2 separate species, C8H10N3O2 in total from the Open Molecules 2025 dataset. Energies are from the ωB97M-V functional and the def2-TZVPD basis.

## Properties
E_HOMO (alpha / beta), Ha: -0.4310 / -0.5111
Molecular weight, g mol⁻¹: 180.187
Kohn-Sham gap (alpha / beta), eV: 5.74 / 9.43
Total charge: +1

Atoms and positions in Å:
H1 -2.78181 -1.42246 2.92147
C1 -0.04859 -0.25083 1.70760
N1 -0.29448 -0.26520 0.38709
H2 -0.13682 0.59235 -1.41324
C2 0.30823 0.60963 -0.47891
N2 -2.04293 -1.70292 0.83441
N3 1.11040 0.38909 2.15114
C3 -1.46067 -1.00373 0.03361
H3 -2.44496 -2.47283 -3.49003
O1 2.89006 1.85703 1.72267
H4 -1.85232 -0.58385 -3.27948
H5 -1.62801 -2.75871 2.50748
C4 -1.83994 -1.56028 -3.80913
H6 3.09354 2.52880 -0.70173
H7 1.45179 0.30182 3.15739
H8 1.39601 3.23339 -0.91362
C5 2.06038 2.33552 -1.08542
C6 1.91738 1.30193 1.28104
C7 -1.81649 -1.69736 2.24156
H9 -0.97931 -1.60846 -4.35984
C8 1.37198 1.36753 -0.10264
H10 2.30934 1.78111 -1.94633
O2 -0.58279 -0.97157 2.63492

Atomic charges from the Mulliken analysis, expressed in e, are listed below: 0.310 0.579 0.071 0.631 -0.521 -0.233 -0.134 0.240 0.279 -0.500 0.234 0.283 -0.801 0.316 0.323 0.327 -1.309 0.500 -0.340 0.323 0.319 0.445 -0.343


b | Here is a structure of composition C8H10N3O2 from the Open Molecules 2025 dataset. Energies are from the ωB97M-V functional and the def2-TZVPD basis.

## Properties
E_HOMO, Ha: -0.4992
Molecular weight, g mol⁻¹: 180.187
Kohn-Sham gap, eV: 9.50
Total charge: +1

Atoms and positions in Å:
C1 -2.37330 1.23422 0.45810
N1 1.54390 -2.12792 0.17607
C2 2.55675 -1.15072 0.17496
C3 1.98909 0.18435 -0.21925
H1 3.21564 1.21928 -1.47653
C4 -1.67775 -0.59227 0.03122
O1 3.72389 -1.40347 0.34847
H2 -2.18382 1.75438 -0.50714
C5 -1.86893 -2.89381 -0.33995
H3 0.16857 1.42501 -0.36986
H4 2.88547 2.16973 0.05536
N2 -0.26874 -0.63735 -0.14773
H5 -1.82116 -2.92781 -1.40923
N3 -2.43522 -1.58470 0.01805
H6 3.90102 0.65478 0.14527
C6 3.09640 1.22838 -0.34058
H7 -2.28393 -3.58825 0.29883
H8 1.80014 -3.12744 0.40775
H9 -1.75999 1.64314 1.24956
C7 0.66927 0.35057 -0.35779
O2 -0.48145 -2.95299 0.01747
H10 -3.26661 0.96965 0.80346
C8 0.29074 -1.90828 -0.03320

Atomic charges from the Mulliken analysis, expressed in e, are listed below: -1.095 0.000 0.446 0.121 0.298 0.469 -0.538 0.396 -0.336 0.272 0.437 0.108 0.352 -0.441 0.319 -1.331 0.325 0.320 0.384 0.076 -0.420 0.379 0.459


Order from most stable to least stable according to the calculation: b, a


a | Here is a cluster of 2 separate species, C11H18 in total from the Open Molecules 2025 dataset. Energies are from the ωB97M-V functional and the def2-TZVPD basis.

## Properties
E_HOMO, Ha: -0.3243
Molecular weight, g mol⁻¹: 150.265
Kohn-Sham gap, eV: 9.77

Atoms and positions in Å:
H1 -3.02613 0.99485 -2.72440
C1 -0.55573 -1.54597 -1.39110
H2 1.43066 1.99294 2.68125
C2 -0.20302 1.71867 -2.85181
C3 -2.21682 0.39869 -2.26181
C4 -0.01179 -0.52670 -2.13658
C5 -2.72046 -0.71837 -1.58359
H3 0.71694 1.84309 -2.24155
H4 -3.82809 -1.07436 -1.84179
H5 3.13783 -0.45339 3.05473
H6 -0.83328 0.56337 1.64778
H7 -2.14737 -2.82976 -0.86125
H8 -0.54589 -0.48073 3.18577
H9 1.65323 -0.30444 3.91340
H10 0.07909 1.71816 -3.97933
H11 1.06366 -0.36654 -2.30763
H12 0.22846 -2.16200 -0.82419
H13 -0.83965 2.62687 -2.68314
C6 2.05551 -0.74328 2.96282
H14 1.12746 1.79434 0.94523
H15 -0.71572 -1.18400 1.69866
C7 1.67933 1.33090 1.82663
H16 1.53084 -0.59615 0.85561
C8 -0.88979 0.52835 -2.51147
C9 -1.93979 -1.74559 -1.19067
C10 1.25345 -0.13272 1.89836
H17 2.77117 1.45181 1.74921
H18 1.98926 -1.85890 2.83831
C11 -0.24337 -0.23911 2.13256

Atomic charges from the Mulliken analysis, expressed in e, are listed below: 0.308 -0.064 0.349 -1.412 -0.594 -0.673 -0.295 0.347 0.183 0.357 0.333 0.297 0.324 0.361 0.268 0.372 0.269 0.363 -1.552 0.223 0.203 -1.506 -0.059 1.078 -0.437 1.376 0.411 0.328 -1.157


b | Here is a cluster of 2 separate species, C11H18 in total from the Open Molecules 2025 dataset. Energies are from the ωB97M-V functional and the def2-TZVPD basis.

## Properties
E_HOMO, Ha: -0.3307
Molecular weight, g mol⁻¹: 150.265
Kohn-Sham gap, eV: 9.99

Atoms and positions in Å:
H1 0.35218 -0.24160 1.73600
C1 -2.98217 -0.83298 0.57149
C2 1.22746 0.64334 -3.22085
H2 -1.08786 -1.82916 0.57560
H3 -2.28319 -0.30203 2.53516
H4 -4.03233 -1.09525 0.42261
C3 -2.76236 0.20061 1.69053
C4 2.35131 0.43831 0.94694
C5 1.78384 1.75851 -1.15773
H5 -2.15128 1.03075 1.36477
H6 -2.34713 -2.91676 0.09318
C6 1.93778 0.52933 -0.51164
H7 2.80102 -0.54425 1.09195
H8 1.86045 -1.62927 -0.83706
C7 1.10835 0.53149 1.83201
H9 0.72055 0.75535 -4.17404
H10 1.40424 0.45444 2.87879
C8 -2.12942 -2.08846 0.77016
C9 1.33256 -0.57492 -2.56587
C10 1.77439 -0.63176 -1.25789
H11 3.02975 1.26281 1.16247
H12 -2.16635 -2.37248 1.82270
H13 1.96637 2.66020 -0.57596
H14 -3.70176 0.54485 2.13432
C11 1.47396 1.81501 -2.49964
H15 0.62415 1.49483 1.66335
H16 1.16897 -1.48109 -3.13840
H17 -2.68396 -0.36016 -0.36308
H18 1.41050 2.78033 -2.98986

Atomic charges from the Mulliken analysis, expressed in e, are listed below: 0.085 -0.173 -0.600 0.062 0.277 0.321 -0.955 -0.823 -0.419 0.201 0.349 0.698 0.327 0.292 -0.795 0.348 0.361 -0.981 -0.540 -0.331 0.358 0.338 0.357 0.321 -0.361 0.302 0.374 0.251 0.355


Order from most stable to least stable according to the calculation: b, a


a | Here is a cluster of 2 separate species, C11H18 in total from the Open Molecules 2025 dataset. Energies are from the ωB97M-V functional and the def2-TZVPD basis.

## Properties
E_HOMO, Ha: -0.3329
Molecular weight, g mol⁻¹: 150.265
Kohn-Sham gap, eV: 9.99

Atoms and positions in Å:
C1 -1.43170 0.40831 -3.89357
H1 -1.75230 -2.48014 0.67415
H2 1.82261 -1.67126 3.87315
C2 -1.36639 1.79145 -3.78734
H3 -1.38011 -1.46404 -2.89212
C3 2.13033 1.04417 3.10671
H4 2.80789 -0.11507 1.42322
C4 -1.09309 1.56428 -1.41222
H5 3.52078 -1.32299 3.54554
H6 -1.14878 3.44828 -2.45691
H7 2.00104 1.91610 2.46573
C5 2.13692 -0.23623 2.27804
C6 -1.33073 -0.38764 -2.76378
H8 3.07155 1.15069 3.64831
H9 1.30809 1.04573 3.82277
C7 -1.00949 -0.67449 -0.26857
H10 1.14194 -0.40185 1.86151
H11 -0.01241 -1.12236 -0.26514
H12 -1.44740 2.40840 -4.67201
C8 2.54478 -1.46884 3.08035
H13 -1.56662 -0.04648 -4.86826
H14 2.60780 -2.34857 2.44233
C9 -1.15776 0.18088 -1.50347
C10 -1.19645 2.36862 -2.54108
H15 -2.11088 -2.40247 -1.02811
H16 -3.02844 -1.39042 0.08614
C11 -2.03842 -1.79747 -0.12487
H17 -1.06328 -0.04256 0.62072
H18 -0.95948 2.04596 -0.45124

Atomic charges from the Mulliken analysis, expressed in e, are listed below: -0.592 0.354 0.321 -0.430 0.263 -1.232 0.327 -0.410 0.335 0.360 0.321 0.332 -0.282 0.339 0.332 -0.409 -0.162 0.259 0.368 -1.240 0.356 0.336 0.717 -0.529 0.307 0.327 -1.231 0.259 0.306


b | Here is a cluster of 2 separate species, C11H18 in total from the Open Molecules 2025 dataset. Energies are from the ωB97M-V functional and the def2-TZVPD basis.

## Properties
E_HOMO, Ha: -0.3264
Molecular weight, g mol⁻¹: 150.265
Kohn-Sham gap, eV: 9.89

Atoms and positions in Å:
H1 2.16525 0.81079 2.00475
C1 1.76442 1.72348 1.80096
H2 -3.26199 1.35708 0.03761
H3 1.02894 -0.35054 -2.67067
H4 0.59236 3.10303 -0.25050
H5 0.53802 -2.98796 0.50377
H6 -0.31900 0.33480 2.94057
H7 0.85830 -1.36933 0.99528
C2 -2.28822 1.23167 0.31915
H8 1.76083 2.32418 2.68784
C3 0.23412 -1.93281 0.25425
C4 -1.31879 2.06732 -0.23306
H9 -0.48050 0.19649 -1.82064
H10 2.37011 2.24997 1.06272
H11 1.69231 -2.03168 -0.93517
H12 -2.41541 -0.29906 2.10980
H13 -0.75617 -1.75538 0.52001
H14 -1.23830 -2.38158 -1.98422
C5 -0.04704 2.24151 0.29153
C6 -0.55600 0.73015 2.00297
C7 -1.87877 0.46771 1.56266
C8 -0.13761 -2.61245 -2.19481
H15 0.13644 -3.48118 -1.90936
C9 0.52491 -0.23987 -1.76916
C10 0.37894 1.58021 1.37660
H16 -1.40960 2.81880 -1.08819
H17 0.17849 -2.56885 -3.28474
H18 1.22890 0.45328 -1.11670
C11 0.65507 -1.67977 -1.21323

Atomic charges from the Mulliken analysis, expressed in e, are listed below: 0.410 -1.808 0.604 0.552 0.060 0.409 0.415 0.184 -0.615 0.453 -1.411 -0.440 0.227 0.368 0.154 0.451 0.432 0.300 -0.066 -0.433 -0.689 -1.509 0.546 -1.103 1.054 0.226 0.320 0.096 0.814


Order from most stable to least stable according to the calculation: a, b


a | Here is an isolated molecule of C3H3NOS from the Open Molecules 2025 dataset. Energies are from the ωB97M-V functional and the def2-TZVPD basis.

## Properties
E_HOMO, Ha: -0.3356
Molecular weight, g mol⁻¹: 101.130
Kohn-Sham gap, eV: 7.94

Atoms and positions in Å:
C1 -0.50811 0.39295 0.52874
S1 3.19323 1.22396 -0.24323
H1 -2.18360 0.97408 0.10505
C2 0.82278 -0.42105 0.02690
O1 0.56000 -1.57157 0.20818
N1 -1.27034 0.89629 -0.33655
H2 2.69631 -1.22806 -0.81917
H3 -0.71365 0.24716 1.53621
C3 2.41828 -0.16129 -0.41288

Atomic charges from the Mulliken analysis, expressed in e, are listed below: 0.018 -0.194 0.266 0.365 -0.407 -0.550 0.278 0.370 -0.146


b | Here is a cluster of 2 separate species, C3H3NOS in total from the Open Molecules 2025 dataset. Energies are from the ωB97M-V functional and the def2-TZVPD basis.

## Properties
E_HOMO, Ha: -0.3096
Molecular weight, g mol⁻¹: 101.130
Kohn-Sham gap, eV: 7.65

Atoms and positions in Å:
O1 -2.27131 -0.39811 -0.15713
N1 -0.52130 2.20738 1.48496
C1 -0.89224 1.32078 0.89859
H1 1.73699 0.56812 0.55849
S1 1.74310 -0.83524 0.49106
C2 0.49403 -0.90166 -0.79520
C3 -1.29901 0.19765 0.13038
H2 0.84114 -0.21242 -1.60219
H3 0.16860 -1.94649 -1.00896

Atomic charges from the Mulliken analysis, expressed in e, are listed below: -0.343 -0.235 0.064 0.122 -0.135 -0.644 0.543 0.317 0.312


c | Here is a structure of composition C3H3NOS from the Open Molecules 2025 dataset. Energies are from the ωB97M-V functional and the def2-TZVPD basis.

## Properties
E_HOMO, Ha: -0.3382
Molecular weight, g mol⁻¹: 101.130
Kohn-Sham gap, eV: 8.47

Atoms and positions in Å:
O1 0.28691 1.69618 0.99031
S1 1.80725 -1.17430 0.15242
C1 -1.81374 0.62093 0.80093
H1 0.49192 -0.00428 -1.53675
N1 -2.94126 0.42769 0.88137
H2 -0.43563 -1.25093 -0.61020
H3 2.68959 -0.65369 -0.69431
C2 -0.43343 0.83708 0.60963
C3 0.34839 -0.49868 -0.59340

Atomic charges from the Mulliken analysis, expressed in e, are listed below: -0.390 -0.155 0.141 0.354 -0.275 0.315 0.135 0.494 -0.619


Order from most stable to least stable according to the calculation: c, a, b


a | Here is a cluster of 2 separate species, C3H3NOS in total from the Open Molecules 2025 dataset. Energies are from the ωB97M-V functional and the def2-TZVPD basis.

## Properties
E_HOMO, Ha: -0.3788
Molecular weight, g mol⁻¹: 101.130
Kohn-Sham gap, eV: 7.32

Atoms and positions in Å:
C1 0.54414 -1.15874 -0.34020
H1 0.20704 -1.15717 -1.39350
N1 -2.55878 0.51745 -0.07736
O1 1.47043 -1.82943 0.03162
S1 1.49101 1.58679 -0.04020
H2 0.03618 -0.26726 1.59230
C2 -0.23198 -0.27860 0.54003
H3 0.52969 2.38845 -0.50631
C3 -1.48774 0.19852 0.19361

Atomic charges from the Mulliken analysis, expressed in e, are listed below: 0.115 0.337 -0.316 -0.449 -0.119 0.341 -0.439 0.163 0.366


b | Here is an isolated molecule of C3H3NOS from the Open Molecules 2025 dataset. Energies are from the ωB97M-V functional and the def2-TZVPD basis.

## Properties
E_HOMO, Ha: -0.2980
Molecular weight, g mol⁻¹: 101.130
Kohn-Sham gap, eV: 7.77

Atoms and positions in Å:
C1 1.20238 0.10790 -0.04797
H1 0.19149 2.03097 -0.10011
O1 0.62461 -1.09630 0.18630
H2 -1.38055 -2.07983 0.02683
H3 -1.94318 0.85046 0.04973
C2 0.15540 1.00712 0.06117
C3 -1.04552 0.38357 0.03706
N1 -0.72469 -1.02157 -0.18809
S1 2.92005 -0.18231 -0.02492

Atomic charges from the Mulliken analysis, expressed in e, are listed below: 0.181 0.389 -0.159 0.355 0.461 -0.315 -0.329 -0.261 -0.322


Order from most stable to least stable according to the calculation: a, b


a | Here is a cluster of 4 separate species, C2H12NO3 in total from the Open Molecules 2025 dataset. Energies are from the ωB97M-V functional and the def2-TZVPD basis.

## Properties
E_HOMO, Ha: -0.5539
Molecular weight, g mol⁻¹: 98.122
Kohn-Sham gap, eV: 11.01
Total charge: +1

Atoms and positions in Å:
H1 1.20354 -2.52726 -2.88584
C1 -1.60099 0.20719 0.11743
H2 2.53821 -3.08247 -2.52365
H3 2.74317 0.06515 -0.58562
H4 -1.05693 2.78510 0.75539
O1 1.72303 -2.77453 -2.10651
H5 -0.51831 2.60072 -1.05734
H6 0.41468 0.45657 -0.23566
H7 -1.00394 -1.12993 3.39197
H8 -1.68883 -0.86013 0.19077
H9 0.62681 2.56414 0.27149
O2 -1.36626 -0.38637 2.89922
N1 -0.51812 0.85474 0.03820
H10 1.88562 -1.25950 -0.73312
O3 1.85274 -0.29564 -0.63674
C2 -0.41426 2.34973 -0.01102
H11 -2.51533 0.79450 -0.00050
H12 -2.30482 -0.36202 3.11153

Atomic charges from the Mulliken analysis, expressed in e, are listed below: 0.330 -0.196 0.337 0.286 0.384 -0.670 0.368 0.337 0.324 0.274 0.291 -0.634 0.097 0.330 -0.650 -0.881 0.344 0.330


b | Here is a cluster of 5 separate species, C2H12NO3 in total from the Open Molecules 2025 dataset. Energies are from the ωB97M-V functional and the def2-TZVPD basis.

## Properties
E_HOMO, Ha: -0.5294
Molecular weight, g mol⁻¹: 98.122
Kohn-Sham gap, eV: 4.50
Total charge: +1

Atoms and positions in Å:
H1 2.40608 -1.84544 1.25854
H2 -5.21823 -0.07021 -8.58939
C1 1.52115 -1.15412 1.06703
H3 -0.16684 0.39818 -1.35530
O1 -1.72256 0.77975 1.50449
N1 1.87301 0.17303 0.95693
H4 -1.12708 1.29064 0.87178
H5 -0.44687 -0.22594 -2.72509
H6 -5.46911 -0.13088 -9.28993
H7 0.04473 -2.71622 1.16594
H8 1.10767 0.86951 0.46227
H9 -2.40021 1.34571 1.87143
H10 -0.64458 -1.02626 0.85836
H11 0.16807 2.46397 -0.53903
H12 2.84805 0.41675 0.99176
O2 -0.20126 -0.45546 -1.83055
C2 0.26369 -1.64653 1.00980
O3 0.05859 1.52857 -0.19153

Atomic charges from the Mulliken analysis, expressed in e, are listed below: 0.353 -0.006 0.271 0.408 -0.688 -0.033 0.399 0.333 0.006 0.272 0.285 0.318 0.292 0.234 0.315 -0.640 -0.264 -0.856


c | Here is a cluster of 3 separate species, C2H12NO3 in total from the Open Molecules 2025 dataset. Energies are from the ωB97M-V functional and the def2-TZVPD basis.

## Properties
E_HOMO, Ha: -0.5399
Molecular weight, g mol⁻¹: 98.122
Kohn-Sham gap, eV: 11.51
Total charge: +1

Atoms and positions in Å:
H1 -0.27184 1.64621 1.39483
H2 1.74896 -1.54002 -2.36015
H3 0.87781 -2.03397 1.99894
C1 -1.46739 0.86059 -0.18695
H4 -1.59440 0.96390 -1.26252
H5 -2.42074 0.94366 0.32637
O1 1.20449 -1.20200 1.67736
H6 -0.00264 -0.68635 0.15309
O2 0.76253 1.77748 -0.33827
H7 0.90430 2.43183 -1.02681
H8 -0.91683 2.82524 0.31057
C2 -0.44066 1.83886 0.32903
O3 1.30749 -1.66957 -1.51702
N1 -1.00611 -0.59009 -0.00749
H9 2.11419 -1.34368 1.44306
H10 -1.33381 -1.16343 -0.78058
H11 1.98241 -2.11692 -0.99268
H12 -1.44777 -0.94172 0.83919

Atomic charges from the Mulliken analysis, expressed in e, are listed below: 0.309 0.310 0.321 -0.478 0.299 0.377 -0.654 0.359 -0.496 0.328 0.380 -0.487 -0.604 -0.252 0.295 0.319 0.295 0.379


Order from most stable to least stable according to the calculation: c, a, b